1.
Here is a structure of composition C35H29AuN3O4P2 from OMol25. Energies are from ωB97M-V with the def2-TZVPD basis set.

Output
- molecular weight (g/mol) = 814.5
- energy above the lowest of the compared OMol25 structures with the same formula, charge and spin (kcal per mole) = 11.6
- gap between HOMO and LUMO (eV) = 6.719
- HOMO energy (eV) = -10.89
- charge = +1

Atoms and positions in Å:
1 Au -0.239 0.517 -0.723
2 C -3.041 -0.561 -1.774
3 P -1.610 -1.426 -0.935
4 C -2.424 -1.777 0.636
5 C -2.044 -1.155 1.818
6 C -2.786 -1.356 2.970
7 C -3.891 -2.196 2.951
8 C -4.259 -2.833 1.775
9 C -3.535 -2.616 0.614
10 C -1.259 -2.878 -1.925
11 C -1.149 -2.747 -3.309
12 C -0.909 -3.867 -4.086
13 C -0.784 -5.114 -3.486
14 C -0.884 -5.241 -2.108
15 C -1.109 -4.124 -1.321
16 C -3.176 0.729 -1.039
17 C -4.208 1.447 -0.492
18 C -3.645 2.600 0.127
19 C -2.289 2.547 -0.060
20 C -1.171 3.507 0.199
21 P 0.376 2.540 0.387
22 C 0.644 2.121 2.113
23 C 1.245 0.899 2.422
24 C 1.474 0.556 3.744
25 C 1.103 1.426 4.759
26 C 0.504 2.641 4.456
27 C 0.272 2.992 3.137
28 C 1.785 3.469 -0.232
29 C 2.869 3.790 0.579
30 C 3.963 4.446 0.032
31 C 3.978 4.777 -1.315
32 C 2.895 4.459 -2.127
33 C 1.800 3.804 -1.590
34 N -1.998 1.409 -0.785
35 H -3.951 -1.158 -1.745
36 H -2.793 -0.375 -2.823
37 H -1.161 -0.530 1.849
38 H -2.492 -0.864 3.888
39 H -4.461 -2.360 3.855
40 H -5.113 -3.497 1.759
41 H -3.833 -3.114 -0.301
42 H -1.246 -1.778 -3.785
43 H -0.819 -3.768 -5.159
44 H -0.599 -5.988 -4.095
45 H -0.767 -6.209 -1.641
46 H -1.141 -4.211 -0.243
47 H -5.255 1.207 -0.559
48 H -4.192 3.401 0.596
49 H -1.357 4.136 1.070
50 H -1.014 4.174 -0.655
51 H 1.517 0.206 1.635
52 H 1.932 -0.395 3.979
53 H 1.278 1.156 5.791
54 H 0.213 3.316 5.250
55 H -0.193 3.944 2.914
56 H 2.864 3.524 1.628
57 H 4.806 4.696 0.661
58 H 4.834 5.286 -1.736
59 H 2.904 4.724 -3.176
60 H 0.953 3.559 -2.224
61 O 4.294 -3.726 -0.579
62 C 4.643 -2.516 -0.949
63 O 5.767 -2.207 -1.250
64 C 3.565 -1.473 -1.030
65 C 3.823 -0.208 -1.523
66 N 2.684 0.485 -1.466
67 N 1.687 -0.266 -0.957
68 C 2.205 -1.464 -0.680
69 C 1.333 -2.538 -0.055
70 O 1.782 -3.686 -0.026
71 O 0.229 -2.127 0.386
72 H 3.316 -3.800 -0.383
73 H 4.742 0.211 -1.897
74 H 2.520 1.445 -1.735



2.
Here is a structure of composition C35H29BiI2N7O3S4 from OMol25. Energies are from ωB97M-V with the def2-TZVPD basis set.

Output
- molecular weight (g/mol) = 1186.7
- gap between HOMO and LUMO (eV) = 6.178
- HOMO energy (eV) = -4.27
- charge = -1

Atoms and positions in Å:
1 Bi -0.212 1.550 -1.206
2 C -4.325 -2.076 2.726
3 C -4.418 -2.934 1.635
4 C -3.693 -2.688 0.475
5 C -2.852 -1.572 0.375
6 C -2.779 -0.708 1.472
7 C -3.504 -0.957 2.630
8 N -2.176 -1.265 -0.809
9 C -1.216 -2.030 -1.250
10 C -0.690 -3.187 -0.526
11 C 0.386 -3.882 -0.972
12 C 1.082 -3.519 -2.170
13 C 0.635 -2.452 -2.881
14 C -0.523 -1.720 -2.498
15 N -0.840 -0.692 -3.331
16 N -1.965 -0.147 -3.183
17 C -2.346 1.088 -3.580
18 C -3.379 1.261 -4.532
19 C -3.943 2.495 -4.690
20 C -3.522 3.570 -3.893
21 C -2.495 3.348 -3.015
22 N -1.872 2.156 -2.890
23 H -4.897 -2.264 3.626
24 H -5.066 -3.803 1.684
25 H -3.784 -3.347 -0.381
26 H -2.154 0.176 1.395
27 H -3.435 -0.259 3.458
28 H -1.190 -3.477 0.388
29 H 0.735 -4.736 -0.398
30 H 1.943 -4.090 -2.494
31 H 1.136 -2.124 -3.787
32 H -3.693 0.397 -5.106
33 H -4.725 2.640 -5.426
34 H -3.986 4.545 -3.959
35 H -2.120 4.133 -2.371
36 O 4.682 5.968 -3.950
37 C 3.843 5.212 -3.519
38 S 2.494 5.718 -2.496
39 C 1.782 4.129 -2.286
40 C 2.378 3.102 -2.905
41 S 1.891 1.426 -2.843
42 S 3.808 3.478 -3.851
43 S 0.386 4.053 -1.231
44 I -4.140 3.588 2.128
45 C -2.208 3.030 2.664
46 C -1.837 3.028 4.019
47 C -0.572 2.672 4.400
48 I -0.111 2.688 6.443
49 C 0.395 2.308 3.432
50 C 1.739 1.964 3.714
51 C 2.599 1.630 2.709
52 C 2.127 1.610 1.384
53 N 0.889 1.926 1.093
54 C 0.007 2.288 2.069
55 C -1.335 2.660 1.628
56 O -1.675 2.635 0.382
57 H -2.566 3.313 4.767
58 H 2.079 1.981 4.742
59 H 3.633 1.378 2.920
60 H 2.765 1.328 0.549
61 C 0.045 -1.656 1.744
62 N 1.439 -1.976 1.461
63 C 2.063 -2.945 2.340
64 C 3.569 -2.892 2.208
65 C 3.925 -3.009 0.740
66 N 3.283 -1.941 -0.002
67 C 3.881 -1.556 -1.271
68 C 2.004 -1.522 0.294
69 O 1.404 -0.735 -0.432
70 H -0.042 -1.063 2.659
71 H -0.539 -2.573 1.861
72 H -0.368 -1.095 0.914
73 H 1.705 -3.956 2.105
74 H 1.754 -2.724 3.362
75 H 4.029 -3.695 2.786
76 H 3.936 -1.934 2.587
77 H 3.624 -3.992 0.355
78 H 5.000 -2.916 0.594
79 H 4.928 -1.287 -1.108
80 H 3.351 -0.701 -1.676
81 H 3.837 -2.373 -1.996



3.
Here is a structure of composition C35H29InN6O6P from OMol25. Energies are from ωB97M-V with the def2-TZVPD basis set.

Output
- molecular weight (g/mol) = 775.4
- energy above the lowest of the compared OMol25 structures with the same formula, charge and spin (kcal per mole) = 23.5
- gap between HOMO and LUMO (eV) = 7.286
- HOMO energy (eV) = -10.51
- charge = +1

Atoms and positions in Å:
1 In 0.367 0.214 0.153
2 O 3.450 6.590 -1.658
3 N 2.583 6.678 -0.807
4 O 2.276 7.711 -0.255
5 C 1.886 5.452 -0.388
6 C 1.131 5.548 0.741
7 C 0.437 4.452 1.265
8 C -0.373 4.553 2.463
9 C -1.094 3.515 2.872
10 C -1.096 2.232 2.126
11 N -0.141 2.106 1.082
12 C 0.507 3.213 0.644
13 C 1.286 3.113 -0.560
14 N 1.285 1.892 -1.163
15 C 1.943 1.729 -2.288
16 C 2.637 2.768 -2.910
17 C 2.659 4.002 -2.325
18 C 1.976 4.219 -1.103
19 H 1.079 6.504 1.244
20 H -0.389 5.489 3.007
21 H -1.722 3.557 3.752
22 H -2.101 1.955 1.789
23 H 1.923 0.750 -2.735
24 H 3.148 2.587 -3.844
25 H 3.190 4.815 -2.786
26 O 1.371 -1.391 1.454
27 N 2.433 -0.756 1.658
28 O 2.454 0.332 1.052
29 C -0.495 -3.043 -1.680
30 P 0.592 -1.602 -1.776
31 C 2.242 -2.281 -1.449
32 C 0.544 -1.180 -3.534
33 C -0.688 -0.875 -4.111
34 C -0.768 -0.570 -5.461
35 C 0.379 -0.569 -6.242
36 C 1.607 -0.876 -5.675
37 C 1.693 -1.180 -4.324
38 H -0.179 -3.744 -2.454
39 H -1.534 -2.763 -1.838
40 H -0.421 -3.492 -0.694
41 H 2.524 -2.975 -2.242
42 H 2.198 -2.812 -0.499
43 H 2.994 -1.496 -1.365
44 H -1.591 -0.873 -3.512
45 H -1.728 -0.336 -5.902
46 H 0.314 -0.336 -7.296
47 H 2.501 -0.886 -6.285
48 H 2.659 -1.422 -3.899
49 O -1.737 -2.537 0.742
50 C -1.687 -1.818 1.709
51 N -1.998 -2.105 2.993
52 C -1.704 -1.008 3.908
53 C -1.211 -0.014 2.870
54 O -0.871 1.181 3.208
55 N -1.253 -0.453 1.648
56 C -2.968 -0.408 4.533
57 C -4.232 -0.764 4.083
58 C -5.362 -0.179 4.644
59 C -5.230 0.765 5.648
60 C -3.964 1.126 6.096
61 C -2.837 0.542 5.543
62 C -0.657 -1.403 4.937
63 C -1.055 -2.225 5.988
64 C -0.124 -2.675 6.910
65 C 1.207 -2.293 6.797
66 C 1.603 -1.464 5.760
67 C 0.673 -1.021 4.830
68 H -2.110 -3.057 3.301
69 H -4.343 -1.499 3.298
70 H -6.344 -0.468 4.294
71 H -6.109 1.217 6.087
72 H -3.857 1.858 6.885
73 H -1.853 0.812 5.906
74 H -2.098 -2.502 6.095
75 H -0.438 -3.317 7.722
76 H 1.932 -2.638 7.522
77 H 2.637 -1.160 5.670
78 H 1.002 -0.372 4.030